[1]
A 10-piece molecular cluster, C40H62Cl20FN2O6S overall, computed with ωB97M-V with the def2-TZVPD basis set.

Output
Total energy (eV): -321722.9506
ΔE to the lowest compared entry with this formula, charge and spin (kJ/mol): 2228.3
Net charge: +1
Highest occupied orbital energy (eV): -10.691
Orbital gap (eV): 5.488

Atoms and positions in Å:
C1 -2.501 -1.250 0.245
C2 -1.994 -0.914 -1.299
C3 -2.597 0.491 -1.892
C4 -1.488 1.680 -2.121
O1 -0.464 1.780 -1.067
C5 -0.339 3.187 -0.575
C6 0.652 4.146 -1.508
C7 1.407 3.660 -2.879
Cl1 3.176 3.124 -2.753
C8 0.717 3.673 -4.232
C9 -0.837 4.154 -4.453
Cl2 1.640 3.158 -5.799
C10 0.870 5.684 -0.990
C11 1.870 6.656 -1.855
C12 3.527 6.682 -1.723
C13 4.544 7.640 -2.555
N1 4.009 8.617 -3.546
C14 2.531 8.609 -3.736
C15 1.354 7.745 -3.016
C16 0.117 6.215 0.407
S1 0.513 7.971 0.897
O2 0.313 9.020 -0.248
O3 2.057 8.000 1.227
F1 -0.283 8.571 2.282
C17 -0.865 5.153 1.184
C18 -1.596 5.707 2.565
C19 -0.532 5.814 3.819
C20 -0.929 6.924 4.960
O4 0.133 7.917 5.225
N2 -1.064 3.704 0.686
C21 -1.930 2.682 1.403
C22 -0.933 1.941 2.523
O5 -1.211 0.762 3.089
O6 0.342 2.655 2.860
H1 -2.850 -0.286 0.834
H2 -1.565 -1.722 0.796
H3 -3.367 -2.038 0.290
H4 -0.830 -1.019 -1.353
H5 -2.439 -1.796 -1.969
H6 -3.509 0.907 -1.274
H7 -3.036 0.239 -2.973
H8 -0.925 1.423 -3.141
H9 -2.038 2.707 -2.277
H10 -0.914 5.076 -5.202
H11 -1.458 3.269 -4.949
H12 -1.400 4.475 -3.478
H13 4.013 5.950 -0.922
H14 5.716 7.551 -2.361
H15 2.132 9.377 -4.563
H16 0.206 7.881 -3.268
H17 -2.081 6.756 2.265
H18 -2.485 5.045 2.936
H19 0.531 6.001 3.369
H20 -0.564 4.752 4.358
H21 -1.889 7.487 4.600
H22 -1.244 6.356 5.962
H23 0.920 7.772 4.604
H24 -2.389 1.855 0.675
H25 -2.849 3.132 1.974
H26 1.064 2.409 2.210
Cl3 -0.745 -4.856 4.910
C23 0.347 -3.558 4.368
C24 -0.241 -2.756 3.218
Cl4 -0.336 -3.707 1.714
H27 1.305 -4.011 4.095
H28 0.514 -2.904 5.229
H29 0.394 -1.891 3.004
H30 -1.246 -2.391 3.453
Cl5 5.207 5.463 -3.830
C25 6.478 5.036 -5.002
C26 6.279 5.728 -6.342
Cl6 4.855 5.107 -7.214
H31 6.490 3.947 -5.108
H32 7.431 5.346 -4.563
H33 7.146 5.549 -6.985
H34 6.160 6.809 -6.224
Cl7 4.009 0.606 -6.201
C27 4.136 -0.728 -5.028
C28 2.792 -1.386 -4.759
Cl8 1.686 -0.314 -3.865
H35 4.582 -0.333 -4.110
H36 4.829 -1.460 -5.455
H37 2.932 -2.280 -4.143
H38 2.297 -1.687 -5.687
Cl9 -3.181 -4.341 -1.171
C29 -3.054 -5.676 0.002
C30 -4.398 -6.333 0.270
Cl10 -5.505 -5.261 1.165
H39 -2.608 -5.280 0.919
H40 -2.362 -6.407 -0.426
H41 -4.259 -7.227 0.886
H42 -4.894 -6.634 -0.658
Cl11 7.375 8.669 -1.016
C31 8.467 9.967 -1.558
C32 7.879 10.769 -2.708
Cl12 7.784 9.818 -4.211
H43 9.425 9.514 -1.831
H44 8.634 10.621 -0.697
H45 8.514 11.635 -2.922
H46 6.874 11.134 -2.473
Cl13 -1.926 -9.411 3.170
C33 -0.619 -8.358 3.766
C34 0.399 -9.121 4.599
Cl14 -0.276 -9.662 6.156
H47 -1.073 -7.541 4.335
H48 -0.132 -7.929 2.885
H49 1.250 -8.474 4.831
H50 0.775 -10.001 4.068
Cl15 -3.126 -7.586 6.190
C35 -3.993 -8.701 7.275
C36 -4.287 -8.073 8.628
Cl16 -2.807 -7.821 9.587
H51 -3.395 -9.612 7.374
H52 -4.931 -8.962 6.776
H53 -4.933 -8.734 9.213
H54 -4.792 -7.108 8.524
Cl17 -2.987 -9.160 -0.799
C37 -1.521 -10.109 -1.152
C38 -0.304 -9.584 -0.406
Cl18 0.221 -7.994 -1.013
H55 -1.365 -10.102 -2.235
H56 -1.729 -11.138 -0.845
H57 0.539 -10.268 -0.542
H58 -0.498 -9.491 0.667
Cl19 -6.272 -9.821 -2.303
C39 -7.140 -10.936 -1.218
C40 -7.433 -10.307 0.135
Cl20 -5.953 -10.056 1.095
H59 -6.542 -11.847 -1.118
H60 -8.078 -11.197 -1.717
H61 -8.080 -10.969 0.720
H62 -7.939 -9.342 0.031


[2]
A 11-piece molecular cluster, C40H62N4O10 overall, computed with ωB97M-V with the def2-TZVPD basis set.

Output
Total energy (eV): -68920.4792
ΔE to the lowest compared entry with this formula, charge and spin (kJ/mol): 0.0
SMILES: c1cc[nH]c1.c1cc[nH]c1.c1cc[nH]c1.c1cc[nH]c1.O=C1CCCO1.O=C1CCCO1.O=C1CCCO1.CC(C)=O.CC(C)=O.CC(C)=O.CC(C)=O
Highest occupied orbital energy (eV): -7.719
Orbital gap (eV): 8.229

Atoms and positions in Å:
O1 3.439 -0.297 -2.760
C1 4.024 -1.240 -2.355
O2 3.359 -2.385 -2.063
C2 4.257 -3.479 -1.920
C3 5.688 -2.898 -1.822
C4 5.519 -1.424 -2.199
H1 4.183 -4.145 -2.780
H2 4.021 -4.070 -1.036
H3 6.349 -3.372 -2.547
H4 6.152 -2.995 -0.844
H5 5.903 -1.167 -3.189
H6 5.940 -0.721 -1.488
O3 -1.713 1.641 -2.568
C5 -2.561 2.282 -3.130
O4 -2.284 3.518 -3.534
C6 -3.458 4.215 -3.982
C7 -4.633 3.289 -3.685
C8 -4.005 1.943 -3.372
H7 -3.344 4.403 -5.052
H8 -3.564 5.182 -3.496
H9 -5.355 3.135 -4.493
H10 -5.285 3.654 -2.894
H11 -4.090 1.238 -4.204
H12 -4.476 1.445 -2.527
O5 -4.472 1.680 0.453
C9 -4.015 2.787 0.483
O6 -4.012 3.578 -0.625
C10 -3.218 4.765 -0.410
C11 -3.045 4.889 1.106
C12 -3.341 3.490 1.645
H13 -3.747 5.631 -0.804
H14 -2.246 4.648 -0.891
H15 -3.753 5.591 1.552
H16 -2.075 5.320 1.349
H17 -3.989 3.533 2.518
H18 -2.508 2.854 1.958
N1 -0.493 -0.133 -4.528
C13 -1.059 -0.318 -5.754
C14 -0.371 -1.326 -6.397
C15 0.694 -1.688 -5.540
C16 0.585 -0.961 -4.373
H19 -0.848 0.529 -3.843
H20 -1.798 0.345 -6.172
H21 -0.592 -1.689 -7.386
H22 1.430 -2.460 -5.715
H23 1.138 -0.974 -3.451
N2 -0.509 0.315 -0.359
C17 0.853 0.093 -0.412
C18 1.254 -0.171 0.856
C19 0.155 -0.022 1.754
C20 -0.929 0.256 0.937
H24 -1.047 0.518 -1.183
H25 1.373 0.193 -1.352
H26 2.269 -0.426 1.127
H27 0.100 -0.101 2.824
H28 -1.960 0.413 1.216
N3 0.713 3.477 0.763
C21 0.259 4.184 1.854
C22 1.050 5.274 1.995
C23 2.024 5.257 0.942
C24 1.831 4.078 0.299
H29 0.351 2.573 0.501
H30 -0.598 3.859 2.413
H31 0.898 6.050 2.730
H32 2.786 6.000 0.792
H33 2.464 3.579 -0.415
N4 -0.699 -5.317 -1.012
C25 0.293 -4.568 -0.424
C26 0.491 -3.445 -1.160
C27 -0.489 -3.468 -2.202
C28 -1.135 -4.663 -2.140
H34 -0.702 -6.303 -0.819
H35 0.860 -4.855 0.447
H36 1.255 -2.710 -0.970
H37 -0.549 -2.679 -2.933
H38 -1.863 -5.104 -2.797
C29 4.427 1.340 2.567
C30 4.609 0.705 1.227
O7 5.084 -0.405 1.137
C31 4.165 1.448 -0.008
H39 3.471 1.136 3.054
H40 4.469 2.432 2.494
H41 5.223 1.032 3.243
H42 4.665 2.418 0.058
H43 3.084 1.468 0.128
H44 4.516 0.963 -0.908
C32 -3.836 -0.674 5.089
C33 -2.380 -1.088 5.133
O8 -1.730 -1.249 4.133
C34 -1.791 -1.299 6.510
H45 -4.384 -1.385 5.716
H46 -4.250 -0.794 4.089
H47 -3.925 0.350 5.446
H48 -2.493 -1.105 7.311
H49 -0.891 -0.696 6.648
H50 -1.395 -2.319 6.490
C35 2.878 -3.481 2.222
C36 3.826 -3.486 3.392
O9 3.708 -4.268 4.299
C37 4.927 -2.465 3.347
H51 2.260 -4.375 2.251
H52 3.461 -3.446 1.301
H53 2.216 -2.616 2.281
H54 5.688 -2.543 4.119
H55 4.479 -1.474 3.331
H56 5.472 -2.566 2.405
C38 -3.518 -2.998 2.049
C39 -4.313 -1.932 1.342
O10 -5.355 -1.540 1.811
C40 -3.916 -1.479 -0.031
H57 -3.667 -3.973 1.593
H58 -3.959 -3.012 3.051
H59 -2.481 -2.714 2.232
H60 -4.729 -1.650 -0.731
H61 -3.016 -1.984 -0.372
H62 -3.728 -0.406 0.046


[3]
A 12-piece molecular cluster, C40H64Cl8O24 overall, computed with ωB97M-V with the def2-TZVPD basis set.

Output
Total energy (eV): -191841.5010
ΔE to the lowest compared entry with this formula, charge and spin (kJ/mol): 0.0
SMILES: C[C@H]1COC(=O)O1.C[C@H]1COC(=O)O1.C[C@H]1COC(=O)O1.C[C@H]1COC(=O)O1.C[C@H]1COC(=O)O1.C[C@H]1COC(=O)O1.C[C@H]1COC(=O)O1.C[C@H]1COC(=O)O1.ClCCCl.ClCCCl.ClCCCl.ClCCCl
Highest occupied orbital energy (eV): -10.521
Orbital gap (eV): 10.757

Atoms and positions in Å:
C1 1.095 -0.972 -5.672
C2 1.842 0.181 -5.006
C3 2.464 -0.254 -3.680
O1 3.852 -0.003 -3.827
C4 4.110 0.495 -5.043
O2 5.176 0.898 -5.382
O3 3.010 0.452 -5.822
H1 1.207 -0.925 -6.755
H2 0.034 -0.987 -5.416
H3 1.475 -1.947 -5.366
H4 1.296 1.118 -4.949
H5 2.325 -1.315 -3.470
H6 2.071 0.290 -2.819
C5 -4.172 -2.177 -5.801
C6 -4.461 -2.497 -4.348
C7 -4.221 -3.976 -3.964
O4 -3.407 -3.919 -2.812
C8 -3.093 -2.649 -2.532
O5 -2.556 -2.268 -1.544
O6 -3.566 -1.826 -3.487
H7 -4.470 -1.156 -6.039
H8 -4.706 -2.833 -6.493
H9 -3.129 -2.348 -6.079
H10 -5.513 -2.255 -4.180
H11 -3.784 -4.515 -4.811
H12 -5.165 -4.507 -3.840
C9 -6.070 -0.103 1.860
C10 -5.940 -1.570 1.507
C11 -4.653 -1.953 0.718
O7 -3.950 -2.861 1.561
C12 -4.583 -2.956 2.741
O8 -4.129 -3.525 3.690
O9 -5.758 -2.329 2.719
H13 -6.336 0.438 0.952
H14 -5.137 0.305 2.244
H15 -6.864 -0.002 2.598
H16 -6.762 -1.975 0.920
H17 -4.091 -1.035 0.533
H18 -4.920 -2.392 -0.239
C13 7.334 3.370 -1.386
C14 5.969 3.762 -1.893
C15 5.466 2.864 -3.021
O10 4.101 2.680 -2.691
C16 3.904 2.911 -1.381
O11 2.892 2.656 -0.817
O12 5.007 3.506 -0.852
H19 7.374 2.370 -0.948
H20 7.715 4.004 -0.581
H21 8.127 3.408 -2.136
H22 5.854 4.826 -2.114
H23 6.012 1.921 -2.969
H24 5.557 3.333 -3.996
C17 4.463 -0.305 6.627
C18 2.935 -0.228 6.745
C19 2.356 1.167 6.560
O13 1.390 1.020 5.545
C20 1.543 -0.177 4.936
O14 0.969 -0.485 3.935
O15 2.368 -0.947 5.638
H25 4.873 0.357 7.392
H26 4.803 0.034 5.649
H27 4.789 -1.332 6.770
H28 2.629 -0.729 7.664
H29 3.148 1.856 6.246
H30 2.024 1.569 7.518
C21 -4.684 2.103 -4.519
C22 -4.421 0.998 -3.505
C23 -4.337 1.451 -2.035
O16 -5.066 0.413 -1.393
C24 -5.824 -0.257 -2.264
O17 -6.524 -1.175 -1.943
O18 -5.629 0.203 -3.499
H31 -4.783 1.673 -5.517
H32 -3.818 2.771 -4.547
H33 -5.577 2.703 -4.352
H34 -3.576 0.412 -3.865
H35 -4.715 2.461 -1.865
H36 -3.321 1.404 -1.658
C25 -2.084 0.990 4.289
C26 -3.170 0.047 4.773
C27 -2.641 -1.177 5.572
O19 -2.956 -0.840 6.923
C28 -3.663 0.282 6.983
O20 -4.006 0.816 7.996
O21 -3.900 0.785 5.759
H37 -2.441 1.927 3.860
H38 -1.360 0.565 3.591
H39 -1.503 1.309 5.162
H40 -3.737 -0.399 3.957
H41 -1.566 -1.276 5.422
H42 -3.175 -2.078 5.283
C29 5.187 -0.561 -0.145
C30 5.888 -1.800 -0.685
C31 5.309 -3.143 -0.182
O22 5.136 -3.853 -1.398
C32 5.194 -3.035 -2.464
O23 4.812 -3.309 -3.562
O24 5.631 -1.818 -2.096
H43 5.083 -0.591 0.941
H44 4.208 -0.533 -0.623
H45 5.651 0.399 -0.377
H46 6.967 -1.741 -0.536
H47 4.398 -3.062 0.406
H48 6.080 -3.587 0.447
Cl1 0.487 4.967 1.355
C33 -0.312 4.108 2.689
C34 0.597 3.142 3.411
Cl2 1.850 4.086 4.307
H49 -1.174 3.570 2.294
H50 -0.688 4.805 3.436
H51 1.107 2.455 2.734
H52 0.132 2.493 4.151
Cl3 -2.167 1.384 0.667
C35 -1.099 0.024 0.211
C36 0.332 0.376 0.623
Cl4 1.475 -0.646 -0.237
H53 -1.145 -0.076 -0.870
H54 -1.509 -0.892 0.626
H55 0.451 0.302 1.702
H56 0.561 1.372 0.249
Cl5 -1.543 4.427 -1.802
C37 -0.388 4.089 -3.099
C38 0.271 2.764 -2.741
Cl6 -0.873 1.412 -3.181
H57 0.274 4.947 -3.197
H58 -0.929 4.013 -4.040
H59 0.461 2.657 -1.679
H60 1.201 2.557 -3.268
Cl7 -0.634 -2.772 2.601
C39 1.086 -3.255 2.663
C40 1.236 -4.592 1.962
Cl8 2.958 -4.995 1.731
H61 1.444 -3.251 3.689
H62 1.706 -2.531 2.136
H63 0.850 -4.541 0.948
H64 0.793 -5.432 2.489